An isolated molecule of C19H25N3O3S at a distorted geometry, computed with wB97M-V/def2-TZVPD.

* frontier orbital gap: 9.16 eV
* calculated total energy: -1527.1898 Eh
* structure (SMILES): CCc1ccc(OCc2nnc(SCC(=O)NC3CCCCC3)o2)cc1

XYZ file:
```
51
Properties=species:S:1:pos:R:3:forces:R:3:mulliken_charge:R:1
C -5.72661 -2.00388 -2.22175 -0.2136 0.0788 0.0399 -1.057
H -5.15275 -2.68830 -1.60113 0.0752 -0.0830 0.0222 0.313
H -6.48221 -2.57187 -2.75952 -0.0202 -0.1080 -0.0939 0.358
H -5.05127 -1.55163 -2.94435 0.0860 -0.0003 -0.0800 0.324
C -6.38140 -0.92403 -1.35779 0.1831 -0.1417 -0.0955 -1.012
C -5.33772 -0.14156 -0.61356 -0.1794 -0.0080 0.0616 0.493
C -4.87648 -0.56825 0.62176 -0.0540 0.0996 -0.1490 -0.815
C -3.88084 0.11540 1.29951 0.1910 0.1696 0.2196 -0.123
C -3.32338 1.25433 0.73695 -0.2156 0.0191 -0.2059 0.834
C -3.77849 1.69257 -0.50499 0.1935 0.0349 0.2165 -0.742
C -4.77061 1.00105 -1.16692 0.0327 -0.0543 0.1155 -0.352
H -5.11122 1.35387 -2.12954 -0.0481 0.0490 -0.1081 0.360
H -3.33725 2.58119 -0.92806 0.0511 0.1109 -0.0549 0.436
O -2.34723 2.03668 1.30953 -0.1024 0.0719 -0.2526 -0.490
C -1.72239 1.61326 2.49192 -0.1758 -0.2265 0.2170 -0.677
C -0.72298 0.53364 2.25040 0.5637 0.3178 0.2091 0.828
N 0.52344 0.54863 2.57940 -0.8347 1.2777 0.3885 -0.890
N 1.06928 -0.60939 2.15623 -0.0470 -1.3077 -0.4346 -0.109
C 0.11687 -1.27760 1.56939 0.6092 0.3636 0.4447 0.438
S 0.18802 -2.82014 0.81609 -0.0843 -0.4449 -0.2876 -0.138
C 1.96306 -3.19847 1.02066 -0.2249 0.2756 -0.1420 -0.833
H 2.23847 -2.96358 2.04647 0.0428 -0.0798 0.0261 0.373
H 2.03824 -4.26786 0.82875 0.0043 0.0891 0.0138 0.407
C 2.81447 -2.44108 -0.00546 -0.1136 -0.1201 0.5638 0.675
O 3.11057 -2.93461 -1.07166 0.0098 -0.2899 -0.4495 -0.661
N 3.19411 -1.22708 0.41679 0.2595 0.3435 0.0929 -0.081
H 2.79974 -0.86429 1.27966 -0.0271 -0.2134 -0.1116 0.433
C 3.88573 -0.27144 -0.42562 -0.0247 0.0582 0.0705 -0.330
C 5.10536 0.28419 0.30883 0.1084 -0.1464 -0.3797 -0.738
C 5.82696 1.31123 -0.55861 -0.1040 0.1767 0.2895 -0.669
C 4.88138 2.44552 -0.94102 0.1177 -0.1221 -0.3013 -0.628
C 3.66406 1.89498 -1.67696 -0.1043 0.1648 0.2726 -0.826
C 2.93857 0.86678 -0.81491 0.1589 -0.1607 -0.3188 -0.565
H 2.08319 0.45770 -1.35739 -0.0539 -0.0323 0.0746 0.343
H 2.56705 1.34507 0.09557 -0.0667 0.0130 0.0686 0.261
H 2.98150 2.70804 -1.93165 -0.0024 -0.0165 -0.0984 0.347
H 3.98538 1.42222 -2.60753 -0.0064 0.0085 -0.0985 0.368
H 5.40246 3.16685 -1.57329 -0.0019 0.0811 0.0506 0.325
H 4.55446 2.96551 -0.03775 -0.0027 0.0819 0.0508 0.312
H 6.68823 1.70871 -0.01831 0.0697 -0.0371 -0.0584 0.344
H 6.19448 0.82447 -1.46452 0.0805 -0.0207 -0.0496 0.338
H 5.78019 -0.53434 0.56557 -0.0409 -0.0314 0.0815 0.331
H 4.77399 0.75587 1.23720 -0.0104 0.0102 0.1127 0.308
H 4.20129 -0.81527 -1.32198 -0.0076 0.0949 0.0842 0.371
O -1.05486 -0.61268 1.60110 0.0627 -0.1953 -0.0820 -0.112
H -2.45478 1.28688 3.24382 0.0706 0.1261 -0.0918 0.280
H -1.17968 2.48017 2.87677 -0.0524 -0.2440 0.0065 0.336
H -3.55312 -0.26262 2.25561 0.0414 -0.0039 0.0544 0.248
H -5.29984 -1.45472 1.07188 -0.0590 -0.0974 0.0515 0.362
H -6.96033 -0.25393 -1.99626 -0.0713 -0.0030 0.0667 0.360
H -7.06512 -1.39615 -0.64934 -0.0629 0.0717 -0.0219 0.343
```
Positions in Å, forces in eV/Å.



A structure of composition C10H28BrN2O2V at a distorted geometry, computed with wB97M-V/def2-TZVPD.

* net charge: +3
* frontier orbital gap (spin up / spin down): 5.15 / 5.92 eV
* spin multiplicity: 4
* calculated total energy: -4174.6511 Eh
* expectation value of S²: 3.77

XYZ file:
```
44
Properties=species:S:1:pos:R:3:forces:R:3:mulliken_charge:R:1
V -17.25015 -19.46848 -13.22236 2.2120 0.9749 0.3226 1.296
Br -14.60996 -18.42027 -13.07128 -2.9076 -1.3738 -0.1877 -0.413
C -10.13940 -20.10151 -16.20753 -1.8996 0.2681 -0.3105 -0.782
N -11.65618 -19.58460 -16.22477 -1.6997 -1.8294 0.7179 0.284
C -12.51592 -20.68279 -15.46388 1.9497 0.0225 -0.2888 -0.952
C -11.74387 -18.29465 -15.40038 0.4838 -0.5430 -0.9428 -0.914
C -12.36670 -19.32885 -17.64553 0.1397 0.3502 0.8050 -0.550
C -12.72982 -20.52436 -18.52531 1.7634 -0.5918 0.8095 -0.577
O -11.51994 -21.23086 -18.69578 0.6060 -0.2892 0.0051 -0.504
H -9.62911 -19.41270 -16.88076 0.3345 -0.3707 0.2615 0.331
H -10.09636 -21.15304 -16.49132 -0.2571 0.3605 -0.7361 0.325
H -9.80790 -20.12880 -15.16952 -0.0485 0.7735 -0.0430 0.413
H -12.44868 -21.64229 -15.97665 -0.2608 0.3700 -0.6566 0.420
H -13.54285 -20.40654 -15.22468 0.3259 0.4056 -0.3267 0.232
H -11.94511 -20.93182 -14.56931 -0.2324 0.5582 0.3780 0.429
H -11.33770 -17.50763 -16.03577 0.0303 0.0750 0.1546 0.436
H -11.13184 -18.40933 -14.50574 -0.0990 -0.0600 -0.0852 0.436
H -12.76940 -18.04777 -15.12573 0.0834 -0.2779 -0.2650 0.133
H -11.73131 -18.60122 -18.15045 0.1767 -0.2892 -0.1191 0.452
H -13.30110 -18.81451 -17.42096 0.0703 0.1383 0.4064 0.337
H -13.06025 -20.20310 -19.51309 -0.6149 0.3857 0.2781 0.364
H -13.38213 -21.24807 -18.03660 -0.8466 0.6300 -0.0433 0.358
H -11.74311 -22.10130 -19.03363 0.2892 -0.1999 -0.2663 0.333
C -9.45518 -15.26230 -13.38730 -0.6470 0.5525 -0.6060 -1.044
N -10.22113 -13.99427 -12.96416 -0.2280 -0.4553 -0.2920 -0.014
C -9.15689 -12.96387 -12.43253 -1.5465 -1.5469 0.3054 -0.818
C -10.97039 -13.41912 -14.21298 -0.5572 -0.3123 2.2166 -0.810
C -11.25501 -14.33507 -11.72007 1.1671 1.1703 -1.5711 -0.378
C -12.60432 -14.92385 -11.97628 -0.3783 -1.6009 -0.9163 -0.643
O -12.38238 -16.11249 -12.79329 0.6045 0.7995 0.2917 -0.097
H -10.13614 -15.92060 -13.92677 -0.3460 -0.2241 0.9139 0.298
H -8.91981 -15.69673 -12.54305 -0.3603 -0.0451 -0.0520 0.428
H -8.75037 -15.06445 -14.19489 0.3243 0.8278 0.3708 0.433
H -8.89466 -13.33341 -11.44119 0.3140 -0.0652 -0.1085 0.405
H -9.67685 -12.02072 -12.26454 0.3725 0.1062 -0.5549 0.389
H -8.30056 -13.01516 -13.10496 -0.2565 0.5342 0.0515 0.358
H -11.28320 -12.42337 -13.89879 0.7186 0.3745 -0.6117 0.381
H -11.94933 -13.89497 -14.27084 0.3509 -0.6897 -0.2553 0.291
H -10.39312 -13.54284 -15.12925 0.0575 0.3813 0.3467 0.359
H -11.44253 -13.36181 -11.26654 0.4809 -0.0658 0.3172 0.394
H -10.68520 -15.03535 -11.10932 0.0821 0.3717 0.0610 0.312
H -13.43158 -14.33418 -12.37129 0.5603 0.5356 -0.6272 0.409
H -12.97115 -15.09205 -10.96374 0.1115 -0.7153 0.2491 0.401
H -13.04060 -16.81131 -12.79086 -0.4235 0.5793 0.6035 0.057
```
Positions in Å, forces in eV/Å.



A structure of composition C9H7MnN2O5 at a distorted geometry, computed with wB97M-V/def2-TZVPD.

* net charge: +1
* frontier orbital gap (spin up / spin down): 3.95 / 2.95 eV
* spin multiplicity: 6
* calculated total energy: -1983.2967 Eh
* expectation value of S²: 8.85

XYZ file:
```
24
Properties=species:S:1:pos:R:3:forces:R:3:mulliken_charge:R:1
O -0.51294 3.17192 0.12001 0.7143 -3.0085 -0.1576 -0.340
C -0.26350 2.03940 0.05643 -0.6349 3.4447 0.0048 0.141
Mn -0.00924 0.12286 -0.08612 -0.3646 2.4930 1.6763 0.381
C 0.24406 -1.69276 -0.40597 0.0594 -1.3587 -0.7203 -0.080
O 0.32072 -2.85279 -0.33152 -0.2499 0.2143 -0.0040 -0.405
C -0.08651 -0.54821 -1.91187 -0.4930 -0.4751 0.0535 0.210
O -0.11496 -0.97314 -3.01595 0.2221 -0.0776 -1.0076 -0.464
C 1.85135 0.14459 0.00756 5.8131 -0.0027 0.3413 0.548
O 3.00364 0.06188 -0.09397 -2.8662 0.2013 -0.0100 -0.336
C -1.85668 -0.01835 -0.17178 -5.2370 -1.3120 -0.1837 0.437
O -3.01058 -0.10531 -0.27927 2.5860 0.3315 0.0213 -0.323
H 0.24051 0.61865 -1.53495 0.5026 -0.0372 -2.9776 0.216
C 1.10828 2.03959 2.84584 0.3530 -0.0653 -0.2382 -1.322
C 0.36923 0.77328 2.95250 0.2235 0.2205 -0.3399 0.676
N -0.10882 -0.01735 1.99822 -1.4970 -2.4784 2.5193 0.084
C -0.72728 -1.09660 2.64762 1.0532 2.0550 -3.6201 -0.208
C -0.61234 -0.92179 3.99564 1.3065 1.6647 3.0561 -0.434
N 0.09508 0.24708 4.16210 -1.1202 -1.6473 1.5648 -0.001
H 0.44368 2.88259 3.08702 0.0775 -0.1167 -0.1399 0.353
H 1.92645 2.04340 3.57296 -0.1201 0.0212 0.0615 0.472
H 1.54774 2.16395 1.85454 -0.2495 0.0642 0.1743 0.281
H -1.21860 -1.89674 2.12235 0.0047 -0.0714 -0.2552 0.461
H -0.94137 -1.54399 4.81679 0.0083 0.1249 0.0191 0.421
H 0.35938 0.68493 5.03532 -0.0919 -0.1843 0.1619 0.234
```
Positions in Å, forces in eV/Å.